Record 1
DFT (the ωB97M-V functional and the def2-TZVPD basis) results for a 15-piece molecular cluster, C39H117N15O15 overall in a non-equilibrium geometry.

Each line ends with the Mulliken charge.
Cartesian coordinates (Å):
C -6.1006 -1.4935 -4.3489  -1.390
C -6.4303 -0.8358 -3.0071  0.041
C -5.4760 -1.2907 -1.8964  -0.119
O -6.0152 -0.8272 -0.6499  -0.423
C -5.0076 -0.9158 0.3461  -0.087
N -6.3212 0.6369 -3.1318  -0.551
H -6.8183 -1.0909 -5.0664  0.375
H -6.1748 -2.5805 -4.2775  0.443
H -5.1094 -1.3477 -4.7774  0.198
H -7.3884 -1.1403 -2.5740  0.370
H -4.5045 -0.7892 -1.9922  -0.061
H -5.2572 -2.3609 -1.9267  0.391
H -4.3687 -1.8019 0.2628  0.066
H -5.4654 -0.9450 1.3327  0.440
H -4.2962 -0.0893 0.2376  -0.166
H -6.4570 0.9461 -2.1684  0.235
H -7.1097 0.9989 -3.6590  0.167
C 2.9537 3.3049 -3.0930  -1.238
C 2.0498 4.5136 -2.8315  1.008
C 2.5650 5.3997 -1.6693  0.243
O 3.8579 5.8923 -1.9249  -0.411
C 4.7415 5.8643 -0.8496  -0.364
N 1.9085 5.3613 -4.0131  -0.816
H 2.6602 2.7744 -4.0000  0.437
H 2.9261 2.5688 -2.2856  -0.130
H 4.0098 3.5518 -3.2192  0.405
H 1.0624 4.1887 -2.5044  -0.198
H 2.5151 4.7510 -0.7835  -0.527
H 1.7727 6.1247 -1.4614  0.401
H 5.7906 6.0384 -1.0955  0.382
H 4.7617 4.9533 -0.2381  -0.089
H 4.5297 6.6564 -0.1191  0.297
H 2.8085 5.7979 -4.1936  0.334
H 1.2889 6.1347 -3.7976  0.313
C -1.7083 5.7306 3.0374  -0.968
C -2.0891 4.6172 4.0183  0.156
C -3.5506 4.1291 4.0605  -0.263
O -4.4473 4.9882 4.7981  -0.409
C -5.7545 4.8610 4.2781  -0.717
N -1.2148 3.4581 3.8117  -0.399
H -1.5633 5.3067 2.0435  0.050
H -0.8831 6.3215 3.4216  0.237
H -2.5778 6.3870 2.9167  0.494
H -1.8996 5.0331 5.0125  0.467
H -3.7021 3.2101 4.6336  0.346
H -3.8819 3.9256 3.0370  -0.126
H -6.0956 3.8726 3.9588  0.278
H -5.7716 5.5182 3.3973  0.275
H -6.5043 5.2930 4.9406  0.297
H -1.2620 3.2025 2.8294  -0.060
H -0.2554 3.7538 3.9711  0.365
C -0.4809 2.3562 -0.4288  -0.316
C -1.0497 1.0002 -0.1299  1.289
C -0.1274 -0.2082 -0.3895  0.453
O -0.5625 -1.3120 0.3684  -0.183
C 0.0745 -2.5572 0.1886  0.060
N -1.4625 0.9571 1.3071  -0.349
H 0.5781 2.3884 -0.1261  0.062
H -1.0009 3.2152 -0.0124  -0.051
H -0.3185 2.4756 -1.5005  -0.113
H -1.9673 0.9234 -0.7248  -0.608
H 0.8374 0.1238 0.0146  -0.009
H -0.1276 -0.4708 -1.4496  -0.238
H -0.1021 -3.2084 1.0401  -0.689
H 1.1589 -2.4115 0.1640  0.069
H -0.2914 -2.9553 -0.7635  0.391
H -1.4451 -0.0388 1.5168  0.365
H -0.7211 1.3493 1.8782  -0.353
C 1.2743 6.5015 1.5936  -1.337
C 2.3021 5.9379 2.6147  0.426
C 2.7131 4.5012 2.2488  -0.663
O 1.6735 3.5757 2.3143  0.327
C 2.1309 2.2501 2.5241  -0.256
N 3.4575 6.8365 2.4433  -0.540
H 1.7568 6.7683 0.6503  0.301
H 1.0172 7.5111 1.9265  0.441
H 0.4780 5.8325 1.2781  0.133
H 1.8904 5.9248 3.6282  0.167
H 3.4388 4.2681 3.0465  0.508
H 3.2522 4.4965 1.2968  -0.013
H 1.2945 1.5631 2.6246  -0.446
H 2.7810 2.1940 3.3985  0.460
H 2.6370 1.9127 1.6110  -0.012
H 3.3085 7.6919 2.9615  0.247
H 4.2655 6.3392 2.8090  0.231
C 3.9851 -0.2807 -0.7843  -0.280
C 5.3508 -0.2361 -0.0812  0.068
C 5.3434 0.7826 1.0817  0.004
O 6.6205 0.9863 1.6377  -0.474
C 6.6376 1.8214 2.8045  -0.454
N 5.7779 -1.5629 0.4010  -0.608
H 3.9521 -1.0456 -1.5640  0.458
H 3.8095 0.6102 -1.3925  -0.113
H 3.1926 -0.4270 -0.0518  -0.211
H 6.1098 0.1207 -0.7870  0.468
H 4.6861 0.3359 1.8386  0.166
H 4.9497 1.7345 0.7052  0.052
H 7.0921 2.7937 2.6143  0.249
H 7.1989 1.2976 3.5733  0.265
H 5.6026 1.9932 3.1053  0.077
H 6.7294 -1.6667 0.0765  0.364
H 5.2106 -2.2338 -0.1126  -0.066
C 3.4978 -7.8957 1.5030  -1.241
C 4.1774 -8.1649 0.1744  0.473
C 3.3006 -7.8864 -1.0586  -0.865
O 2.7753 -6.5694 -1.2527  -0.426
C 1.3669 -6.4692 -1.0704  -0.591
N 5.4828 -7.4699 0.1254  -0.715
H 2.9830 -6.9396 1.6384  0.152
H 4.1454 -8.0422 2.3672  0.435
H 2.6568 -8.5879 1.6647  0.268
H 4.4617 -9.2221 0.1195  0.319
H 2.5164 -8.6458 -0.9713  0.505
H 3.8993 -8.0935 -1.9484  0.308
H 0.8139 -7.1112 -1.7531  0.336
H 1.1006 -5.4171 -1.0040  0.222
H 1.1421 -6.8354 -0.0610  0.214
H 5.2889 -6.4966 -0.0592  0.297
H 5.8897 -7.4663 1.0529  0.273
C -3.5679 -5.0790 1.2267  -1.793
C -2.4232 -5.5273 2.1225  0.782
C -1.1997 -6.0935 1.3745  -0.323
O -1.5313 -7.3326 0.7389  -0.448
C -1.3616 -8.4213 1.6286  -0.610
N -2.0160 -4.5377 3.1445  -0.561
H -4.3689 -4.7704 1.9061  0.446
H -4.0093 -5.8560 0.6069  0.381
H -3.3012 -4.2077 0.6266  0.214
H -2.7730 -6.3824 2.7163  0.337
H -0.3511 -6.2481 2.0487  0.557
H -0.8975 -5.4805 0.5257  -0.282
H -1.9476 -8.2240 2.5376  0.274
H -0.3093 -8.5462 1.8900  0.152
H -1.8471 -9.3500 1.3302  0.345
H -2.7899 -4.3942 3.7888  0.286
H -1.3929 -5.1102 3.7153  0.285
C -0.8767 -2.4148 -7.1217  -1.602
C -1.1209 -1.1916 -6.2461  1.013
C 0.1514 -0.3454 -6.0832  -1.013
O 1.1225 -1.0062 -5.2843  -0.514
C 0.9946 -0.6902 -3.8851  -0.580
N -2.1213 -0.2799 -6.8155  -0.738
H 0.1185 -2.8392 -6.9688  0.384
H -0.8822 -2.2536 -8.2045  0.357
H -1.6223 -3.2008 -6.9762  0.373
H -1.5374 -1.3989 -5.2564  0.008
H -0.0521 0.6377 -5.6404  0.415
H 0.6655 -0.0657 -7.0091  0.361
H 0.6967 0.3364 -3.6745  0.342
H 1.8974 -1.1307 -3.4685  0.211
H 0.1709 -1.3318 -3.5393  0.308
H -1.7446 0.3326 -7.5350  0.211
H -2.7655 -0.8633 -7.3466  0.222
O -0.7456 1.2575 5.4996  -0.730
H -0.9913 1.9568 4.8405  0.519
H -0.5176 1.7398 6.2998  0.272
O 4.1838 -4.5347 -0.5192  -0.706
H 3.8454 -5.4377 -0.7785  0.508
H 3.4771 -4.1511 0.0205  0.233
O 3.1211 -2.4336 1.4757  -0.375
H 4.0191 -2.0764 1.4016  0.366
H 3.0473 -2.7264 2.4119  0.299
C -4.4018 3.7844 -0.0386  0.507
O -3.6755 4.5257 -0.6879  -0.715
N -5.7228 4.0336 0.1785  -0.437
N -3.9770 2.6619 0.6364  0.469
H -6.1274 4.7810 -0.3592  0.268
H -6.3169 3.3211 0.5581  0.147
H -4.6144 1.9995 1.0294  0.191
H -2.9789 2.5474 0.7303  -0.528
C 1.3884 -1.8978 4.2016  0.556
O 2.4381 -2.5396 4.0790  -0.855
N 1.3914 -0.6513 4.7766  -0.199
N 0.1845 -2.2908 3.7317  -0.012
H 0.5361 -0.2370 5.1297  0.152
H 2.1752 -0.4710 5.3828  0.258
H 0.1056 -3.1031 3.1507  -0.080
H -0.6468 -1.7384 3.8350  0.126
C -2.8807 1.7704 -3.5738  0.260
O -1.7267 2.1187 -3.3240  -0.610
N -3.2362 0.6702 -4.2982  0.003
N -3.9683 2.3642 -2.9495  -0.150
H -2.6810 0.4392 -5.1243  0.335
H -4.2078 0.4192 -4.3058  0.024
H -3.8072 3.3127 -2.6518  0.179
H -4.8465 1.8524 -2.8764  0.249

**E**: -95402.017 eV
**F_max**: 2.5 eV/Å
**Energy above the lowest of the compared OMol25 structures with the same formula, charge and spin**: 0.0 kcal per mole
**E_LUMO**: 0.3 eV
**Multiplicity**: 1

***

Record 2
DFT (the ωB97M-V functional and the def2-TZVPD basis) results for C39H20BeBrN8O2 as an isolated structure in a non-equilibrium geometry.

Each line ends with the Mulliken charge.
Cartesian coordinates (Å):
Be -0.0544 -0.1584 -0.1884  -0.208
C 3.5689 5.2569 0.4150  -0.724
C 2.3286 5.8864 0.5109  -0.667
C 1.1483 5.1736 0.4081  -0.121
C 1.2497 3.8106 0.2019  0.199
C 0.2651 2.7679 -0.0042  -0.139
N -1.0131 3.0513 -0.0736  -0.599
C -1.8925 2.1063 -0.2970  -0.365
C -3.3023 2.4141 -0.4291  0.237
C -4.0110 3.6023 -0.4784  -0.090
C -5.3796 3.5259 -0.6591  -0.653
C -6.0279 2.2954 -0.7494  -0.588
C -5.3235 1.1053 -0.6896  -0.189
C -3.9480 1.1753 -0.5489  0.241
C -2.8870 0.1805 -0.5276  -0.210
N -3.1368 -1.1051 -0.5936  -0.687
C -2.1694 -1.9851 -0.6930  -0.282
N -0.8560 -1.7515 -0.8937  -0.057
C -0.2419 -2.9491 -0.9884  -0.149
N 1.0402 -3.2034 -1.0945  -0.627
C 1.9250 -2.2497 -0.9386  -0.097
N 1.7041 -0.9325 -0.7381  -0.170
C 2.9038 -0.3530 -0.5300  -0.458
N 3.1659 0.9005 -0.2525  -0.427
C 2.1990 1.7753 -0.1181  -0.367
N 0.8648 1.5702 -0.1833  0.125
C 2.4957 3.1754 0.1146  0.237
C 3.6746 3.8923 0.2164  0.067
C 3.9750 -1.3263 -0.6192  0.666
C 5.3473 -1.2335 -0.4675  -0.121
C 6.0765 -2.4059 -0.5557  -0.658
C 5.4524 -3.6344 -0.7665  -0.614
C 4.0798 -3.7272 -0.9220  -0.277
C 3.3462 -2.5544 -0.8644  0.276
C -1.1974 -4.0348 -0.8534  0.247
C -1.0711 -5.4115 -0.8185  -0.280
C -2.1952 -6.1521 -0.4950  -0.552
C -3.4169 -5.5324 -0.2443  -0.616
C -3.5585 -4.1574 -0.3209  -0.223
C -2.4324 -3.4143 -0.6256  0.635
N -1.6812 0.7768 -0.4082  0.275
H 4.4669 5.8529 0.4892  0.394
H 2.2952 6.9559 0.6597  0.383
H 0.1808 5.6454 0.4816  0.564
H -3.5016 4.5483 -0.3914  0.554
H -5.9624 4.4339 -0.7315  0.378
H -7.1022 2.2758 -0.8710  0.380
H -5.8141 0.1474 -0.7541  0.541
H 4.6299 3.3963 0.1320  0.548
H 5.8246 -0.2826 -0.2823  0.567
H 7.1520 -2.3766 -0.4461  0.391
H 6.0577 -4.5312 -0.7925  0.391
H 3.5883 -4.6769 -1.0622  0.549
H -0.1236 -5.8839 -1.0191  0.533
H -2.1277 -7.2292 -0.4163  0.380
H -4.2660 -6.1434 0.0289  0.370
H -4.5004 -3.6702 -0.1187  0.533
Br 3.2397 2.6698 3.9806  -0.215
C 3.0619 0.8141 3.5883  0.032
C 4.1032 -0.0379 3.9141  -0.520
C 3.9592 -1.3900 3.6500  -0.561
C 2.8047 -1.8688 3.0563  -0.888
C 1.7871 -0.9933 2.7075  0.415
C 1.9066 0.3602 2.9903  -0.043
C 0.5518 -1.4970 1.9788  0.204
O 0.2431 -2.6739 2.0654  -0.711
O -0.0539 -0.5883 1.3306  -0.128
H 5.0078 0.3517 4.3631  0.401
H 4.7606 -2.0681 3.9063  0.405
H 2.6764 -2.9200 2.8460  0.491
H 1.0944 1.0236 2.7358  0.677

**E**: -127237.107 eV
**Charge**: -1
**F_max**: 1.1 eV/Å
**E_LUMO (alpha / beta)**: 1.3 / 1.3 eV
**Multiplicity**: 1